# 1
This record from the OMol25 dataset describes a single C23H30N2O5 molecule. The level of theory is ωB97M-V with the def2-TZVPD basis set.

```
60
Properties=species:S:1:pos:R:3:forces:R:3:nbo_charge:R:1
C -0.968808 -2.564322 -1.033039 0.1 0.0 0.4 -0.6472
C -0.560302 -2.942832 0.386730 -0.1 -0.3 -0.5 -0.0498
O -0.532287 -1.825174 1.253509 0.3 0.5 0.3 -0.5300
C 0.393949 -0.832073 0.965909 -0.1 0.3 0.0 0.2410
C 1.747518 -1.079861 0.805167 -0.1 0.0 0.0 -0.2700
C 2.664572 -0.057966 0.564345 -0.2 0.2 0.0 0.1205
C 2.171601 1.268321 0.496399 0.0 -0.2 0.0 0.2806
C 0.817685 1.512145 0.642147 0.1 0.2 0.0 -0.3092
C -0.080081 0.477899 0.876535 0.3 -0.3 0.0 0.1035
N -1.452862 0.666012 1.033556 -0.1 -0.6 0.1 -0.6158
C -2.194183 1.790442 0.901529 -0.4 -0.1 0.1 0.6974
O -1.751188 2.896719 0.680652 0.1 0.3 -0.1 -0.6200
C -3.690216 1.525997 1.104565 0.1 0.2 -0.1 -0.5101
C -4.115661 0.199336 0.553004 -0.1 0.1 -0.1 -0.0945
C -4.389242 -0.882111 1.373808 0.0 0.1 -0.1 -0.1972
C -4.739228 -2.114467 0.843949 0.0 -0.2 0.0 -0.2426
C -4.816928 -2.267477 -0.526106 0.0 0.0 0.1 -0.1946
C -4.545281 -1.200670 -1.369678 0.0 0.2 -0.3 -0.3252
C -4.188788 0.033289 -0.841191 -0.1 -0.1 0.1 0.3803
O -3.886185 1.136367 -1.578696 0.0 -0.1 0.5 -0.5099
C -3.941643 1.053207 -2.979981 0.0 0.0 -0.3 -0.2511
H -4.950180 0.809563 -3.330398 0.1 0.0 0.0 0.1764
H -3.232637 0.314432 -3.368405 0.0 0.0 0.0 0.1770
H -3.663589 2.041682 -3.341972 0.0 -0.1 0.0 0.2061
H -4.610919 -1.345052 -2.436749 0.0 0.0 -0.1 0.2220
H -5.087846 -3.221531 -0.953194 0.0 -0.1 0.0 0.2158
H -4.948613 -2.945698 1.499262 0.0 -0.1 0.1 0.2163
H -4.329845 -0.757215 2.445717 0.0 0.1 0.1 0.2154
H -4.225443 2.338001 0.610771 0.1 0.0 0.1 0.2507
H -3.891623 1.575371 2.177146 0.0 0.0 0.0 0.2324
H -1.939192 -0.205233 1.217634 0.0 0.2 -0.1 0.4298
H 0.415971 2.508842 0.596134 0.0 0.1 0.0 0.2604
O 3.102273 2.256418 0.321766 0.0 -0.4 0.1 -0.5077
C 2.692902 3.607850 0.240278 -0.1 0.4 -0.2 -0.0600
C 2.119827 3.977066 -1.125429 0.1 -0.3 0.3 -0.6378
H 1.900956 5.040808 -1.150307 0.0 0.1 0.0 0.2166
H 1.203731 3.428110 -1.325431 -0.1 0.0 -0.1 0.2188
H 2.841398 3.746862 -1.906220 0.1 0.0 -0.1 0.2075
H 1.979714 3.846770 1.036946 0.1 0.0 0.0 0.1789
H 3.613207 4.172277 0.419202 -0.2 0.0 0.0 0.1908
N 4.035594 -0.292702 0.487042 0.3 0.1 0.2 -0.4321
C 4.592950 -1.553469 0.926476 0.0 -0.3 -0.2 -0.2443
C 4.676596 -2.572960 -0.219982 -0.1 0.0 0.3 -0.0845
H 5.207445 -3.472790 0.096694 -0.1 0.0 0.0 0.1933
O 5.407351 -2.048213 -1.306969 0.1 -0.1 0.0 -0.5285
C 4.839705 -0.837284 -1.760569 0.0 0.4 0.1 -0.0860
C 4.794272 0.211192 -0.641928 0.0 -0.2 -0.5 -0.2428
H 4.353006 1.133483 -1.008117 0.1 0.0 0.0 0.2328
H 5.814844 0.413771 -0.300147 0.0 0.1 -0.1 0.1941
H 5.468907 -0.500972 -2.586254 -0.1 0.0 0.0 0.1929
H 3.818061 -1.020364 -2.131971 0.1 0.0 0.0 0.1600
H 3.666003 -2.849068 -0.559474 0.1 0.0 0.0 0.1566
H 4.019425 -1.949503 1.763939 0.0 0.0 0.0 0.2111
H 5.612878 -1.347850 1.272486 0.0 -0.1 0.0 0.2022
H 2.088512 -2.099563 0.879028 0.1 -0.1 0.0 0.2091
H 0.410619 -3.453896 0.375313 -0.1 0.0 0.1 0.1622
H -1.300184 -3.613638 0.831011 0.1 0.0 0.0 0.1910
H -0.250307 -1.862754 -1.453355 0.1 0.0 -0.1 0.2157
H -1.951734 -2.097855 -1.027903 -0.1 0.0 0.0 0.2176
H -1.002399 -3.453371 -1.656592 0.0 -0.1 -0.1 0.2142
```
Forces are in eV/Å.

Summary:
SMILES string ... CCOc1cc(N2CCOCC2)c(OCC)cc1NC(=O)Cc1ccccc1OC
Frontier orbital gap ... 7.716 eV
Relative energy (zero: lowest compared OMol25 entry of this formula, charge and spin) ... 184.8 kJ/mol
E ... -1380.1204 hartree
HOMO energy ... -7.01 eV



# 2
This record from the OMol25 dataset describes a molecular structure, C19H23MoN5O2PS3. The level of theory is ωB97M-V with the def2-TZVPD basis set.

```
54
Properties=species:S:1:pos:R:3:forces:R:3:nbo_charge:R:1
Mo -0.681454 -0.506603 -0.164528 -0.1 0.0 0.1 0.5797
N 0.705794 1.314159 2.242327 0.0 0.0 0.0 -0.5676
C 1.371557 0.093744 2.169847 0.1 0.1 0.1 0.4183
C 2.542801 -0.080574 2.912738 -0.1 0.0 -0.1 -0.2511
C 3.172326 -1.300977 2.886952 0.0 0.0 0.0 -0.0741
C 2.622802 -2.338871 2.126475 0.0 0.0 0.0 -0.2262
C 1.489998 -2.088017 1.405036 0.0 0.0 0.0 0.0464
N 0.871342 -0.875844 1.401035 0.0 -0.1 0.0 -0.5246
C -0.665990 1.444994 2.314691 0.0 0.1 0.1 0.4208
C -1.211900 2.406702 3.178769 0.0 -0.1 -0.1 -0.2513
C -2.571674 2.481355 3.333433 0.0 0.0 0.0 -0.0740
C -3.389925 1.582591 2.633697 0.0 0.0 0.0 -0.2391
C -2.797179 0.700567 1.778748 0.0 0.0 0.0 0.0339
N -1.446689 0.647037 1.572296 -0.1 -0.1 -0.1 -0.5303
H 1.208307 2.013373 2.771215 0.0 0.0 0.0 0.4330
H 2.918623 0.730916 3.521332 0.0 0.0 0.0 0.2560
H 4.070920 -1.459889 3.468239 0.0 0.0 0.0 0.2678
H 3.073876 -3.319992 2.098380 0.0 0.0 0.0 0.2674
H 1.041596 -2.849778 0.779444 0.0 0.0 0.0 0.2309
H -0.549762 3.045578 3.748105 0.0 0.0 0.0 0.2602
H -3.002564 3.203884 4.014049 0.0 0.0 0.0 0.2722
H -4.462510 1.573824 2.763821 0.0 0.0 0.0 0.2741
H -3.381919 -0.017914 1.219607 0.0 0.0 0.0 0.2288
S -2.289901 -4.986420 0.087541 0.0 0.0 0.0 0.6548
C -2.012883 -3.646340 0.712360 0.0 0.0 0.0 -0.3626
S -1.745318 -2.255390 1.491572 0.0 -0.1 0.0 0.2425
S -1.781760 -1.557722 -1.580240 0.1 0.2 0.2 0.3459
C 3.377209 -3.046280 -3.228989 0.0 0.1 0.1 -0.4047
N 2.729822 -1.896249 -2.559155 0.0 -0.1 0.0 -0.3593
C 3.243843 -0.660356 -2.622309 0.0 0.0 0.0 0.2029
C 2.672733 0.444480 -2.021749 0.0 0.0 0.0 -0.3980
C 1.502247 0.168923 -1.334087 0.0 0.2 0.0 0.6146
O 0.677483 0.969135 -0.686106 0.2 0.0 -0.2 -0.6446
N 0.998847 -1.064180 -1.264617 0.0 -0.2 -0.1 -0.5835
C 1.541797 -2.177417 -1.864605 0.0 0.1 0.0 0.7808
O 1.051845 -3.274779 -1.791255 0.0 0.0 0.0 -0.5675
H 4.277823 -2.691274 -3.719285 0.0 0.0 0.0 0.2364
H 2.687744 -3.465869 -3.956527 0.0 0.0 0.0 0.2480
H 3.622256 -3.796873 -2.482494 0.0 0.0 0.0 0.2438
H 4.158109 -0.572507 -3.195847 0.0 0.0 0.0 0.2597
H 3.101340 1.430180 -2.102497 0.0 0.0 0.0 0.2859
C -1.513603 2.980593 -0.546427 0.0 0.0 -0.1 -0.9899
P -1.910179 1.409488 -1.330306 0.0 -0.1 0.1 1.4004
C -1.335161 1.506051 -3.032170 0.0 0.1 0.0 -0.9744
C -3.706374 1.300340 -1.417297 0.0 0.0 0.0 -0.9818
H -1.878445 3.764021 -1.216247 0.0 0.0 0.0 0.2888
H -0.438315 3.091701 -0.424401 0.0 0.0 0.0 0.2853
H -2.026183 3.083896 0.407901 0.0 0.0 0.0 0.2624
H -1.808068 2.384392 -3.479352 0.0 0.0 0.0 0.2874
H -1.631417 0.621915 -3.594759 0.0 0.0 0.0 0.2720
H -0.255861 1.636611 -3.074600 0.0 0.0 0.0 0.2714
H -4.061225 2.220509 -1.889395 0.0 0.0 0.0 0.2895
H -4.163257 1.227715 -0.433056 0.0 0.0 0.0 0.2669
H -4.013548 0.451421 -2.027294 0.0 0.0 0.0 0.2757
```
Forces are in eV/Å.

Summary:
Frontier orbital gap ... 6.283 eV
E ... -2765.3517 hartree
HOMO energy ... -17.55 eV
Total charge ... +3



# 3
This record from the OMol25 dataset describes a single CH4IOP molecule. The level of theory is ωB97M-V with the def2-TZVPD basis set.

```
8
Properties=species:S:1:pos:R:3:forces:R:3:nbo_charge:R:1
C 0.501209 0.178810 0.118111 1.9 -0.8 1.2 -0.3775
O 0.588165 1.012260 -1.038240 -1.0 -0.6 0.6 -0.7171
P -0.735997 -1.103213 -0.442516 0.4 -1.2 -0.3 0.3555
I -2.629126 0.117938 0.283498 -1.1 0.4 0.3 -0.1103
H 0.248784 0.661658 1.097064 -0.3 0.1 -1.1 0.1916
H 1.547413 -0.219859 0.346763 -1.3 -0.2 -0.5 0.1888
H 1.317801 1.587659 -0.885018 0.8 0.9 0.0 0.4744
H -0.838251 -2.235253 0.520339 0.5 1.4 -0.3 -0.0054
```
Forces are in eV/Å.

Summary:
SMILES string ... OCPI
Frontier orbital gap ... 9.157 eV
Relative energy (zero: lowest compared OMol25 entry of this formula, charge and spin) ... 65.3 kJ/mol
E ... -754.7576 hartree
HOMO energy ... -8.81 eV



# 4
This record from the OMol25 dataset describes a molecular structure, C6H12N2S. The level of theory is ωB97M-V with the def2-TZVPD basis set.

```
21
Properties=species:S:1:pos:R:3:forces:R:3:nbo_charge:R:1
C 0.465238 0.896329 -1.053145 1.3 -1.3 0.0 -0.2990
C -0.640249 -0.182963 1.201397 0.1 -2.9 2.6 -0.2555
C 1.349824 0.508398 0.242193 2.6 -0.2 -0.9 -0.0587
C -1.475775 0.187454 -0.062856 -0.4 -0.1 1.5 -0.1356
C 2.819793 0.059874 -0.085377 -1.7 2.7 1.3 -0.6047
C -2.731856 -0.682267 -0.166907 1.0 0.1 1.2 -0.6209
N -0.637944 -0.008701 -1.227190 0.5 -1.0 0.6 -0.3891
N 0.685772 -0.589405 0.793664 -0.4 -1.0 0.4 -0.5179
S 0.471889 -1.810157 -0.379237 -0.8 2.6 0.0 0.3220
H 0.071511 1.854719 -0.780673 0.0 0.9 -0.7 0.2091
H 1.145558 0.769074 -1.910314 -0.5 0.9 0.1 0.2159
H -0.608214 0.600130 2.033308 0.0 -1.1 -1.1 0.2114
H -0.892682 -1.258732 1.604838 -1.0 2.5 -0.2 0.2292
H 1.472059 1.329201 0.931981 -0.7 0.3 0.5 0.1980
H -1.657910 1.281166 0.121027 -0.3 -0.8 -0.8 0.2080
H 2.713751 -0.419661 -0.959869 0.3 -1.8 -3.4 0.2087
H 3.187866 -0.635901 0.618425 0.4 -0.4 1.1 0.2212
H 3.433132 0.940024 -0.213136 0.4 0.1 0.1 0.2052
H -3.191901 -0.354085 -1.010637 -1.5 0.5 -2.8 0.2136
H -3.521138 -0.781802 0.553384 0.0 1.0 1.2 0.2194
H -2.458724 -1.702690 -0.250881 0.7 -1.0 -0.6 0.2198
```
Forces are in eV/Å.

Summary:
Frontier orbital gap ... 8.813 eV
Relative energy (zero: lowest compared OMol25 entry of this formula, charge and spin) ... 337.7 kJ/mol
E ... -743.3898 hartree
HOMO energy ... -9.22 eV